# C24H17AlAsCl2S2

A molecular structure, C24H17AlAsCl2S2 (the ωB97M-V functional and the def2-TZVPD basis, the OMol25 dataset).

Calculated values
F_max	0.22	eV Å⁻¹
electronic energy	-5119.6205	Eh
net charge	+1
frontier orbital gap	8.830	eV

Positions of all 47 atoms, in Å:
Al 0.56 -0.22 -2.55
S 2.66 -0.71 -2.84
C 3.17 -1.13 -1.18
C 4.43 -1.73 -1.08
C 4.96 -2.08 0.15
C 4.24 -1.84 1.32
C 2.99 -1.25 1.24
C 2.46 -0.89 0.00
As 0.73 -0.07 -0.11
C -0.41 -0.95 1.15
C -0.78 -2.27 0.90
C -1.60 -2.94 1.80
C -2.04 -2.28 2.95
C -1.67 -0.97 3.19
C -0.86 -0.30 2.29
C 0.91 1.76 0.44
C 2.10 2.23 0.99
C 2.18 3.56 1.39
C 1.08 4.39 1.25
C -0.10 3.92 0.70
C -0.19 2.60 0.29
H 4.99 -1.92 -1.98
H 5.93 -2.54 0.20
H 4.65 -2.12 2.28
H 2.42 -1.08 2.14
H -0.43 -2.79 0.02
H -1.88 -3.96 1.62
H -2.68 -2.80 3.65
H -2.02 -0.46 4.08
H -0.57 0.73 2.48
H 2.96 1.58 1.09
H 3.10 3.93 1.81
H 1.15 5.43 1.57
H -0.95 4.57 0.59
H -1.11 2.23 -0.15
Cl -1.03 -1.93 -2.96
C -2.40 -0.82 -2.75
C -3.59 -1.38 -2.32
C -4.68 -0.54 -2.18
C -4.55 0.81 -2.45
C -3.34 1.34 -2.86
Cl -3.24 3.03 -3.17
C -2.21 0.53 -3.04
S -0.69 1.23 -3.61
H -3.66 -2.44 -2.12
H -5.63 -0.94 -1.85
H -5.40 1.48 -2.34


# C24H17BeN3O6SSe2

A molecular structure, C24H17BeN3O6SSe2 (the ωB97M-V functional and the def2-TZVPD basis, the OMol25 dataset).

Calculated values
F_max	0.47	eV Å⁻¹
electronic energy	-6756.3468	Eh
frontier orbital gap	6.297	eV

Positions of all 54 atoms, in Å:
Be -0.03 -0.15 0.62
O -1.03 -1.45 0.29
C -2.25 -1.31 0.07
C -2.93 -0.06 0.03
C -4.32 -0.03 -0.10
C -4.97 1.17 -0.18
C -4.24 2.38 -0.18
C -2.88 2.37 -0.07
C -2.18 1.15 0.09
O -0.90 1.15 0.27
N -6.43 1.21 -0.24
O -7.02 0.15 -0.21
O -6.96 2.30 -0.30
H -2.83 -2.21 -0.12
H -4.89 -0.95 -0.13
H -4.79 3.31 -0.28
H -2.31 3.29 -0.07
Se 2.77 -1.73 1.73
Se 0.86 -2.81 2.40
C -0.02 -1.28 3.16
C -0.57 -1.37 4.43
C -1.08 -0.22 5.02
C -0.99 0.98 4.34
C -0.46 0.98 3.07
N -0.01 -0.13 2.47
C 2.46 -0.97 -0.01
C 3.52 -1.12 -0.85
C 3.62 -0.21 -1.95
C 2.61 0.63 -2.22
C 1.35 0.52 -1.48
N 1.42 -0.11 -0.20
H -0.56 -2.32 4.95
H -1.51 -0.27 6.01
H -1.34 1.90 4.78
H -0.39 1.88 2.48
H 4.31 -1.81 -0.61
H 4.54 -0.17 -2.52
H 2.68 1.37 -3.00
H 0.77 1.43 -1.42
O 1.12 1.10 -8.99
C 0.07 0.39 -8.51
O -0.73 -0.08 -9.27
C 0.02 0.23 -7.03
C -0.49 -0.96 -6.51
C -0.48 -1.18 -5.15
C 0.02 -0.22 -4.26
S 0.02 -0.64 -2.56
C 0.46 1.00 -4.78
C 0.47 1.20 -6.15
H 1.71 1.34 -8.27
H -0.89 -1.70 -7.19
H -0.86 -2.12 -4.74
H 0.77 1.79 -4.12
H 0.80 2.17 -6.53


# C24H17CoN8O4SbSe4

A molecular structure, C24H17CoN8O4SbSe4 (the ωB97M-V functional and the def2-TZVPD basis, the OMol25 dataset).

Calculated values
2S+1	2
F_max	0.49	eV Å⁻¹
electronic energy	-12892.8345	Eh
net charge	-2
frontier orbital gap (alpha / beta)	4.257 / 4.295	eV

Positions of all 59 atoms, in Å:
Co -0.96 -0.06 -0.14
C -1.10 2.19 -3.71
C -1.52 1.43 -2.59
N -0.63 0.97 -1.74
C 0.68 1.30 -1.95
C 1.05 2.04 -3.03
N 0.16 2.47 -3.95
C 1.60 0.75 -0.94
C 2.97 0.91 -0.84
C 3.64 0.26 0.20
C 2.94 -0.52 1.11
C 1.57 -0.61 0.96
N 0.95 0.01 -0.04
C 0.60 -1.28 1.85
C 0.92 -1.97 3.01
N 0.00 -2.47 3.82
C -1.26 -2.25 3.49
C -1.62 -1.55 2.34
N -0.69 -1.10 1.50
C 5.12 0.42 0.33
C 5.94 -0.67 0.63
C 7.30 -0.46 0.74
N 7.89 0.72 0.58
C 7.10 1.75 0.31
C 5.73 1.66 0.17
H -1.84 2.55 -4.41
H -2.55 1.15 -2.44
H 2.09 2.30 -3.20
H 3.52 1.50 -1.56
H 3.46 -0.99 1.93
H 1.96 -2.12 3.28
H -2.03 -2.62 4.15
H -2.65 -1.35 2.09
H 5.51 -1.65 0.74
H 7.96 -1.30 0.96
H 7.60 2.71 0.19
H 5.13 2.54 -0.03
C -4.49 1.18 0.40
C -4.10 -0.18 -0.02
N -2.90 -0.60 -0.42
C -3.02 -1.94 -0.73
C -4.31 -2.34 -0.52
N -4.96 -1.22 -0.07
C -5.04 -3.61 -0.69
O -4.35 -4.63 -1.14
O -6.22 -3.68 -0.38
C -1.82 -2.71 -1.18
O -2.00 -3.92 -1.48
O -0.75 -2.07 -1.21
H -4.07 1.94 -0.27
H -4.10 1.42 1.39
H -5.58 1.28 0.40
H -5.95 -1.19 0.14
H -3.36 -4.35 -1.34
Se -3.77 4.60 2.13
Sb -1.90 4.09 0.64
Se -1.15 1.79 1.47
Se -2.76 3.91 -1.68
Se 0.07 5.54 0.73


# C24H17F9MnN4O4S2Se

A molecular structure, C24H17F9MnN4O4S2Se (the ωB97M-V functional and the def2-TZVPD basis, the OMol25 dataset).

Calculated values
2S+1	2
F_max	0.58	eV Å⁻¹
electronic energy	-6692.5950	Eh
net charge	-2
frontier orbital gap (alpha / beta)	5.838 / 5.849	eV

Positions of all 62 atoms, in Å:
Mn -0.37 0.48 -0.95
C 1.91 1.99 1.75
C 0.57 1.31 1.91
C 0.29 0.91 3.34
O 0.63 0.11 1.10
C -0.54 2.27 1.36
O -0.88 3.18 2.12
O -0.96 2.05 0.18
H 2.70 1.34 2.13
H 1.92 2.93 2.31
H 2.09 2.19 0.70
H 1.13 0.33 3.74
H -0.62 0.30 3.40
H 0.14 1.81 3.94
H -0.16 -0.38 1.35
S -1.75 0.68 -2.81
C -3.26 0.06 -2.22
C -4.42 0.26 -2.98
C -5.66 -0.22 -2.59
C -6.80 0.02 -3.43
N -7.72 0.21 -4.10
C -5.78 -0.94 -1.39
C -4.64 -1.15 -0.62
C -3.39 -0.68 -1.01
S -1.99 -1.04 -0.03
C -7.03 -1.48 -0.95
N -8.03 -1.93 -0.58
H -4.34 0.83 -3.90
H -4.72 -1.71 0.30
F 4.26 2.73 -3.09
C 3.49 2.02 -2.23
F 3.82 2.45 -1.00
F 3.90 0.75 -2.31
C 1.94 2.13 -2.48
O 1.31 1.40 -1.56
C 1.68 1.67 -3.96
F 0.40 1.84 -4.32
F 1.97 0.36 -4.11
F 2.42 2.33 -4.89
C 1.51 3.64 -2.35
F 2.13 4.47 -3.22
F 0.20 3.77 -2.55
F 1.78 4.10 -1.12
C 3.55 -1.46 0.54
N 2.33 -2.20 0.79
C 1.35 -2.42 -0.13
Se 1.32 -1.90 -1.86
N 0.31 -2.99 0.54
C 0.58 -3.02 1.90
C -0.18 -3.41 2.99
C 0.40 -3.30 4.24
C 1.71 -2.83 4.40
C 2.47 -2.44 3.30
C 1.88 -2.54 2.05
H 3.52 -1.12 -0.50
H 4.43 -2.10 0.69
H 3.59 -0.59 1.20
H -0.62 -2.96 0.12
H -1.20 -3.75 2.86
H -0.17 -3.58 5.12
H 2.13 -2.76 5.39
H 3.47 -2.04 3.42


# C24H17FN2O

C24H17FN2O in the gas phase (the ωB97M-V functional and the def2-TZVPD basis, the OMol25 dataset).

Calculated values
F_max	4.61	eV Å⁻¹
electronic energy	-1209.2734	Eh
frontier orbital gap	7.840	eV

Positions of all 45 atoms, in Å:
O -4.65 -0.74 2.58
C -3.54 -1.30 2.40
C -3.04 -2.19 3.39
C -2.94 -1.63 4.65
C -2.16 -2.32 5.65
C -1.48 -1.45 6.51
C -0.52 -2.12 7.37
C -0.50 -3.53 7.47
C -1.45 -4.32 6.76
F -1.40 -5.64 6.75
C -2.24 -3.68 5.85
C -2.84 -0.87 1.23
C -3.48 -0.04 0.24
C -2.81 0.45 -0.80
C -1.46 0.09 -1.08
N -0.62 0.64 -2.11
C -0.68 1.89 -2.45
C 0.00 2.48 -3.55
C 0.21 3.82 -3.58
N 1.15 4.00 -4.65
C 1.41 2.83 -5.27
C 2.22 2.59 -6.49
C 2.23 1.25 -6.94
C 1.44 0.30 -6.34
C 0.82 0.52 -5.16
C 0.69 1.84 -4.70
C -0.83 -0.71 -0.14
C -1.51 -1.27 1.01
H -2.59 -3.15 3.07
H -3.09 -0.60 4.84
H -1.54 -0.32 6.53
H 0.11 -1.41 7.90
H 0.16 -3.93 8.21
H -3.01 -4.25 5.28
H -4.50 0.26 0.17
H -3.43 1.07 -1.46
H -1.43 2.52 -1.96
H -0.10 4.62 -2.92
H 1.69 4.79 -4.75
H 2.74 3.33 -6.98
H 2.74 0.89 -7.83
H 1.57 -0.68 -6.72
H 0.25 -0.28 -4.63
H 0.20 -1.00 -0.21
H -1.01 -2.01 1.58


Which formula does entry 4 have?
C24H17F9MnN4O4S2Se